1.
Computed, not measured: a cluster of 2 separate species, C7H6N3O3 in total in a non-equilibrium geometry, with ωB97M-V/def2-TZVPD.

Structure (ORCA input):
```
! wB97M-V def2-TZVPD RIJCOSX def2/J DEFGRID3
* xyz 1 1
H -3.7319 2.4261 -0.9863
C 1.2433 0.4808 -0.4615
N -1.0150 0.9879 -1.0262
H 3.1354 1.4218 -0.3674
C 2.6789 0.5259 -0.8746
H 3.0177 -0.4027 -0.6720
H 2.6945 0.8815 -1.8964
C 0.1802 0.9074 -1.2053
C -3.4742 0.3996 -0.2454
N -3.2657 1.6641 -0.5314
C -2.1360 0.8675 -0.4134
O -4.1262 -4.0121 0.4842
H -1.1610 -1.0207 0.4731
O -4.0555 -0.5758 -0.0241
H -0.6109 -0.4408 2.0681
N 0.8514 -0.1942 0.5932
C -3.2414 -3.2943 0.4832
C -0.2476 -0.5561 1.0778
O -2.3424 -2.5708 0.4952
*
```

Calculated values
Electronic energy (hartree): -659.8625

natural (NBO) atomic charge list, values in e, 5 entries: number 1, H, carries 0.46; number 2, C, carries 0.19; number 3, N, carries -0.31; number 4, H, carries 0.26; number 5, C, carries -0.63

2.
Computed, not measured: a cluster of 3 separate species, C3H12O4 in total in a non-equilibrium geometry, with ωB97M-V/def2-TZVPD.

Structure (ORCA input):
```
! wB97M-V def2-TZVPD RIJCOSX def2/J DEFGRID3
* xyz 0 1
C -0.3928 0.1765 -0.1621
H -0.2774 1.5660 -2.2600
H -0.8966 1.1382 -0.2123
H -0.2358 2.5716 5.9747
H 1.3791 -0.3916 1.0392
H -1.1391 -0.5999 0.0094
O -0.2648 -0.2793 2.2744
O -0.1979 0.6569 -2.5248
H -1.1480 -0.6521 2.1381
H 0.2889 -1.0926 -1.8238
H 1.4560 0.0860 -1.2858
H -0.4400 2.3094 4.5059
H -0.5570 -3.4274 -4.1050
H 0.7583 -2.8407 -4.8114
H 0.8176 1.1490 1.3896
O -0.0781 -3.2943 -4.9292
O 0.1103 2.8277 5.1000
C 0.3815 -0.0706 -1.4506
C 0.4356 0.1673 1.1337
*
```

Calculated values
Electronic energy (hartree): -422.4137

natural (NBO) atomic charge list, values in e, 5 entries: number 1, C, carries -0.45; number 2, H, carries 0.46; number 3, H, carries 0.21; number 4, H, carries 0.47; number 5, H, carries 0.16

Q: Look up the electronic energy of the second one.
A: -422.4137 hartree

Q: Among the records above, which one has the lowest electronic energy?
A: C7H6N3O3